Here is a 6-piece molecular cluster, C22H46FIO11PS overall from OMol25. Energies are from the ωB97M-V functional and the def2-TZVPD basis.

Output
Charge: +1
HOMO-LUMO gap in eV: 9.0868

Cartesian coordinates (Å):
O: 2.2541 -2.2695 -2.0234
P: 2.1066 -0.8711 -2.8345
I: 1.8981 0.8396 -1.1513
S: -0.0255 -1.0016 -3.3227
C: -1.0201 -1.1667 -1.8009
C: -1.9248 0.0532 -1.6967
F: -2.6797 0.1179 -2.8579
H: 3.1773 -2.5627 -2.0371
H: -0.1785 -2.2703 -3.8587
H: -0.3565 -1.2660 -0.9437
H: -1.6389 -2.0547 -1.9394
H: -2.5912 -0.0376 -0.8394
H: -1.3400 0.9723 -1.6449
O: 1.7083 2.6548 1.2907
C: 2.3728 2.5687 2.3015
O: 3.5031 1.8663 2.2540
C: 4.4406 1.8487 3.3579
C: 4.0592 0.8340 4.4114
C: 1.9085 3.1813 3.5978
H: 4.5542 2.8466 3.7721
H: 5.3950 1.5843 2.9065
H: 3.0984 1.0578 4.8703
H: 4.8166 0.8208 5.1942
H: 3.9855 -0.1604 3.9762
H: 1.2044 2.4928 4.0648
H: 1.3882 4.1075 3.3653
H: 2.7071 3.3972 4.3019
O: 2.7533 -1.4769 5.6162
C: 2.1313 -2.3820 5.1344
O: 1.0374 -2.0853 4.3947
C: 0.3092 -3.0748 3.6613
C: -0.7065 -3.7965 4.5216
C: 2.4946 -3.8250 5.3909
H: 0.9929 -3.7658 3.1657
H: -0.1977 -2.5128 2.8773
H: -0.2280 -4.3527 5.3273
H: -1.2838 -4.4978 3.9185
H: -1.3901 -3.0793 4.9753
H: 2.0756 -4.1154 6.3542
H: 3.5777 -3.8905 5.4521
H: 2.1510 -4.5228 4.6327
O: -0.8097 -3.9329 -3.9861
C: -1.7336 -4.0807 -4.7735
O: -2.6970 -4.9158 -4.4386
C: -3.9038 -5.0651 -5.2271
C: -3.7197 -6.0448 -6.3632
C: -1.7516 -3.3961 -6.1172
H: -4.2546 -4.0937 -5.5611
H: -4.6426 -5.4422 -4.5239
H: -2.9677 -5.7056 -7.0763
H: -4.6620 -6.1706 -6.8949
H: -3.3990 -7.0146 -5.9823
H: -1.1400 -3.9824 -6.8031
H: -1.3052 -2.4077 -6.0206
H: -2.7441 -3.2728 -6.5393
O: 5.6264 4.0726 5.3551
C: 5.4133 5.2532 5.4556
O: 4.5275 5.6634 6.3794
C: 4.3064 7.0463 6.6908
C: 3.3206 7.6947 5.7427
C: 6.0551 6.2568 4.5280
H: 5.2540 7.5840 6.7337
H: 3.9032 7.0349 7.7015
H: 3.6913 7.7025 4.7174
H: 3.1295 8.7243 6.0449
H: 2.3776 7.1478 5.7514
H: 5.4812 6.2826 3.6015
H: 7.0604 5.9099 4.3036
H: 6.1214 7.2640 4.9285
O: -5.9328 -2.6426 -5.9735
C: -6.1104 -1.4588 -6.1073
O: -5.1761 -0.7499 -6.7664
C: -5.3359 0.6377 -7.1004
C: -4.9354 1.5423 -5.9539
C: -7.2971 -0.7583 -5.4958
H: -6.3477 0.8345 -7.4539
H: -4.6704 0.7886 -7.9483
H: -5.5746 1.3976 -5.0828
H: -4.9954 2.5882 -6.2537
H: -3.9112 1.3217 -5.6513
H: -7.0721 -0.5560 -4.4488
H: -8.1470 -1.4340 -5.5430
H: -7.5709 0.1717 -5.9840

Atoms 1-2, force components in eV/Å:
O 0.0 0.2 0.2
P 0.3 -0.1 -0.4

***

Here is a 3-piece molecular cluster, C22H46N8O3P2 overall from OMol25. Energies are from the ωB97M-V functional and the def2-TZVPD basis.

Output
SMILES string: CN(C)P(=O)(N(C)C)N(C)C.CN(C)P(=O)(N(C)C)N(C)C.OCCc1cccc2nccnc12
Charge: 0
HOMO-LUMO gap in eV: 8.1437

Cartesian coordinates (Å):
C: -0.4052 1.5125 0.4377
N: 0.0192 1.1427 -0.8949
C: 1.0121 2.0786 -1.4027
P: -1.0166 0.5252 -2.1130
O: -0.0291 -0.3649 -2.8313
N: -2.0019 -0.7956 -1.5093
C: -1.7506 -1.3780 -0.2023
C: -2.0862 -1.8489 -2.5268
N: -2.2898 1.7307 -1.9126
C: -3.5002 1.4239 -1.1680
C: -2.6505 2.3648 -3.1989
H: -0.9752 2.4537 0.4738
H: 0.4750 1.6362 1.0724
H: -0.9919 0.7351 0.9156
H: 0.5734 3.0622 -1.6363
H: 1.4731 1.6876 -2.3109
H: 1.8071 2.2228 -0.6697
H: -0.6897 -1.6052 -0.0313
H: -2.3145 -2.3084 -0.1126
H: -2.1162 -0.7447 0.6065
H: -1.1865 -2.4741 -2.5421
H: -2.1962 -1.4156 -3.5202
H: -2.9550 -2.4876 -2.3445
H: -4.0867 0.6056 -1.5907
H: -4.1156 2.3274 -1.1674
H: -3.2768 1.2027 -0.1259
H: -3.1772 1.6739 -3.8684
H: -1.7486 2.7090 -3.7139
H: -3.2855 3.2353 -3.0330
C: 1.5844 3.9853 5.1486
N: 0.4549 3.1231 4.8744
C: -0.7802 3.8947 4.7783
P: 0.2285 1.5730 5.5492
O: -0.5114 0.8521 4.4567
N: 1.6730 0.5578 5.4115
C: 2.7838 0.9898 4.5776
C: 1.3554 -0.8339 5.0974
N: 0.6663 1.9367 7.2254
C: 1.9744 1.6110 7.7715
C: -0.3797 1.4803 8.1658
H: 1.5478 4.4450 6.1469
H: 1.5967 4.7885 4.4089
H: 2.5320 3.4683 5.0397
H: -1.1028 4.2823 5.7562
H: -1.5830 3.2760 4.3755
H: -0.6476 4.7384 4.1004
H: 2.4695 1.3154 3.5760
H: 3.4855 0.1624 4.4565
H: 3.3640 1.7859 5.0468
H: 1.1518 -0.9912 4.0326
H: 0.4779 -1.1708 5.6485
H: 2.1953 -1.4681 5.3931
H: 2.2065 0.5455 7.7666
H: 1.9852 1.9640 8.8066
H: 2.7651 2.1514 7.2546
H: -0.4195 0.3870 8.2398
H: -1.3622 1.8303 7.8354
H: -0.2056 1.8870 9.1622
O: 2.7635 -5.6045 -5.1651
C: 2.9283 -4.2903 -5.6810
C: 2.4545 -3.2033 -4.6865
C: 1.2935 -2.4186 -5.2463
C: 1.4705 -1.1180 -5.6259
C: 0.3899 -0.3988 -6.1763
C: -0.8057 -1.0174 -6.3378
C: -1.0367 -2.3564 -5.9798
N: -2.2557 -2.9015 -6.2286
C: -2.3419 -4.1612 -5.8974
C: -1.2854 -4.8862 -5.3020
N: -0.1116 -4.3712 -5.0580
C: 0.0372 -3.0678 -5.4175
H: 2.0430 -6.0171 -5.6419
H: 3.9660 -4.1213 -5.9677
H: 2.3389 -4.2080 -6.5962
H: 3.2924 -2.5226 -4.5487
H: 2.1859 -3.6760 -3.7461
H: 2.4586 -0.7034 -5.4921
H: 0.5424 0.6283 -6.4751
H: -1.6198 -0.4645 -6.7888
H: -3.2781 -4.6718 -6.0905
H: -1.4495 -5.9228 -5.0324

Atoms 1-2, force components in eV/Å:
C -0.4 0.3 0.1
N 0.2 -0.2 0.0

***

Here is a 10-piece molecular cluster, C22H47B2Cl18IO2 overall from OMol25. Energies are from the ωB97M-V functional and the def2-TZVPD basis.

Output
SMILES string: C[C@@H](I)CBCB(O)O.ClCCCl.ClCCCl.ClCCCl.ClCCCl.ClCCCl.ClCCCl.ClCCCl.ClCCCl.ClCCCl
Charge: 0
HOMO-LUMO gap in eV: 9.4895

Cartesian coordinates (Å):
C: -0.3259 -5.7064 1.4228
C: 0.1491 -4.2262 1.2207
I: -0.1723 -3.2151 3.1492
C: 1.6559 -4.0991 0.8939
B: 2.0901 -2.7167 0.1930
C: 1.0092 -1.5552 -0.0096
B: 1.5762 -0.2426 -0.7111
O: 1.6481 -0.0990 -2.1099
O: 2.0242 0.8522 0.0440
H: -1.0554 -5.9596 0.6448
H: 0.4913 -6.4201 1.3458
H: -0.8413 -5.8149 2.3753
H: -0.4932 -3.8067 0.4513
H: 2.1943 -4.1115 1.8477
H: 2.0181 -4.9173 0.2570
H: 3.2262 -2.6390 -0.1687
H: 0.2171 -1.9810 -0.6465
H: 0.6254 -1.2758 0.9819
H: 0.8610 -0.5155 -2.4352
H: 1.5815 0.7639 0.8917
Cl: -0.2393 -2.4494 6.5316
C: 0.7401 -1.3414 7.5248
C: 1.8682 -0.7245 6.7335
Cl: 3.1062 -1.9248 6.2861
H: 1.1108 -1.8970 8.3828
H: 0.0720 -0.5596 7.8834
H: 2.3646 0.0361 7.3343
H: 1.5052 -0.2599 5.8194
Cl: 0.2659 2.2776 2.1687
C: 0.2356 3.3124 0.7150
C: -0.4103 4.6515 0.9711
Cl: -2.1630 4.5072 1.2712
H: -0.2816 2.7655 -0.0697
H: 1.2710 3.4535 0.4092
H: -0.2907 5.2859 0.0938
H: 0.0365 5.1563 1.8247
Cl: -1.2950 4.4778 -5.2058
C: -2.4300 3.7354 -4.0489
C: -1.8786 3.7166 -2.6457
Cl: -0.4986 2.5979 -2.4723
H: -2.6645 2.7336 -4.4001
H: -3.3400 4.3277 -4.0759
H: -2.6484 3.3787 -1.9527
H: -1.5504 4.7037 -2.3361
Cl: 3.4713 1.6117 -6.0106
C: 4.3587 1.5441 -4.4643
C: 3.4815 1.8812 -3.2854
Cl: 2.9875 3.5949 -3.2729
H: 5.2104 2.2172 -4.5359
H: 4.7314 0.5303 -4.3576
H: 4.0283 1.7033 -2.3615
H: 2.5792 1.2741 -3.2712
Cl: -3.5080 6.6245 -2.3222
C: -3.8266 7.1564 -3.9951
C: -4.5246 8.4941 -4.0415
Cl: -6.1952 8.4062 -3.4256
H: -4.4120 6.3834 -4.4914
H: -2.8603 7.2276 -4.4936
H: -4.5850 8.8413 -5.0720
H: -3.9911 9.2405 -3.4577
Cl: -4.6961 2.4845 -5.6811
C: -6.4471 2.7163 -5.4493
C: -6.9943 3.8087 -6.3355
Cl: -6.4015 5.4230 -5.8625
H: -6.6220 2.9312 -4.3975
H: -6.9290 1.7701 -5.6910
H: -8.0801 3.8358 -6.2572
H: -6.7288 3.6468 -7.3775
Cl: 3.4984 -8.1996 0.7229
C: 4.2914 -8.2201 2.3186
C: 3.3037 -8.0280 3.4434
Cl: 2.6171 -6.3850 3.4498
H: 5.0559 -7.4468 2.3246
H: 4.7796 -9.1884 2.4191
H: 3.8026 -8.1700 4.4011
H: 2.4807 -8.7359 3.3759
Cl: -4.0462 -4.7114 4.1257
C: -4.0196 -3.3762 5.3033
C: -4.9165 -3.6423 6.4879
Cl: -6.6425 -3.6230 6.0438
H: -4.3046 -2.4642 4.7841
H: -2.9888 -3.2716 5.6401
H: -4.7737 -2.8652 7.2375
H: -4.6980 -4.6052 6.9434
Cl: 6.0066 -0.7737 -2.7492
C: 6.8934 -0.8447 -1.2044
C: 6.0178 -0.4929 -0.0254
Cl: 5.5517 1.2260 -0.0261
H: 7.7494 -0.1780 -1.2770
H: 7.2606 -1.8646 -1.0985
H: 6.5618 -0.6724 0.9009
H: 5.1076 -1.0890 -0.0120

Atoms 1-2, force components in eV/Å:
C -0.3 0.6 -0.3
C 0.4 -1.5 0.5